Formula: C14H20F16NO4PSi
Source: the Open Molecules 2025 dataset
Level of theory: ωB97M-V with the def2-TZVPD basis set

CARTESIAN COORDINATES (ANGSTROEM)
1 C -3.4181 1.4112 1.5316
2 C -3.7804 0.9633 -0.0233
3 O -5.0601 1.1278 -0.4550
4 O -2.7626 0.4428 -0.9489
5 C -1.9339 -0.6090 -0.3408
6 C -0.6984 -1.0919 -1.3581
7 Si 0.7346 0.1921 -1.4051
8 P 0.2249 2.1943 -0.6648
9 N 0.5578 2.3715 0.9426
10 H -3.2453 0.3838 2.1149
11 H -4.2768 1.9942 2.0718
12 H -2.3792 1.9735 1.5219
13 H -1.4086 -0.3142 0.6623
14 H -2.6352 -1.5608 -0.2198
15 H -1.1134 -1.4156 -2.4122
16 H -0.2665 -2.0793 -0.8445
17 H 1.8343 -0.3024 -0.5399
18 H 1.3024 0.2008 -2.7723
19 H 1.0288 3.1401 -1.4110
20 H -1.1939 2.5238 -0.8109
21 H 0.9258 1.4350 1.2823
22 C -4.1183 -5.7578 2.9873
23 C -4.3012 -5.1731 4.3961
24 C -4.8813 -3.7638 4.4344
25 F -4.0849 -2.8640 3.8122
26 F -5.0083 -3.3327 5.7189
27 F -3.1190 -5.2400 5.0652
28 F -5.1555 -6.0043 5.0715
29 O -2.8010 -5.6669 2.4383
30 C -2.4956 -4.4378 1.7820
31 C -1.3541 -3.6707 2.4599
32 F -1.6579 -3.3615 3.7479
33 F -1.1116 -2.4918 1.8277
34 F -3.6260 -3.7020 1.6592
35 F -2.1315 -4.7767 0.5154
36 H -4.3006 -6.8345 3.0740
37 H -4.8829 -5.4077 2.2834
38 H -5.8726 -3.7283 3.9748
39 H -0.4318 -4.2569 2.4631
40 C 5.3652 2.8335 -1.8890
41 C 3.8566 3.1224 -1.9101
42 C 3.1564 2.7768 -3.2195
43 F 3.6369 3.4924 -4.2627
44 F 1.8284 3.0639 -3.1430
45 F 3.6446 4.4203 -1.5632
46 F 3.2874 2.3756 -0.9124
47 O 6.2201 3.9522 -2.1394
48 C 6.4673 4.2368 -3.5152
49 C 5.9451 5.6147 -3.9393
50 F 4.6028 5.7172 -3.7537
51 F 6.1695 5.8389 -5.2613
52 F 5.9776 3.2296 -4.2765
53 F 7.8193 4.1934 -3.6634
54 H 5.6076 2.5332 -0.8637
55 H 5.6361 1.9635 -2.4991
56 H 3.2512 1.7131 -3.4534
57 H 6.4258 6.4122 -3.3673

Forces on the atoms, in the same order (eV/Å):
1.1 -1.5 -0.6
-6.2 1.2 -1.6
8.7 -1.2 2.4
-1.5 0.4 3.0
0.8 -2.1 -0.3
-1.5 -1.0 0.8
-0.3 -1.9 -0.8
-0.1 2.2 3.0
0.1 -2.2 -1.1
-0.3 2.2 -1.2
1.6 -1.1 -1.6
-2.1 -1.0 0.1
-1.4 -0.3 -1.8
1.5 2.1 0.1
0.8 0.8 2.1
-1.0 2.1 -1.1
-0.1 0.2 0.1
0.0 0.2 -0.1
-1.4 -0.6 0.5
1.2 -0.2 -0.8
-0.5 1.5 -0.3
-0.2 -1.0 -0.4
0.8 -0.6 0.2
-0.4 0.9 0.7
-0.3 -0.2 0.4
0.0 -0.4 -0.1
-0.4 0.3 -0.2
-0.2 0.5 -0.3
0.1 2.0 -0.1
-1.4 -1.7 -0.3
0.6 0.4 0.8
0.1 -0.3 -0.6
-0.3 -0.4 -0.2
0.9 0.1 -0.4
0.3 0.4 0.6
0.2 0.2 0.2
0.2 0.2 0.3
0.0 -0.2 -0.1
-0.2 -0.1 -0.1
0.7 -0.4 0.7
0.5 0.9 0.6
-0.5 0.0 -0.8
-0.5 -0.3 0.4
0.4 0.0 -0.3
-0.1 -0.4 -0.4
0.1 -0.3 -0.5
-0.6 0.2 -1.8
0.5 -1.6 1.3
-0.5 0.8 -0.3
0.6 -0.1 0.1
0.2 -0.4 0.3
0.6 0.7 -0.2
-0.6 0.5 -0.1
-0.2 0.3 -0.1
-0.3 0.3 -0.1
0.1 0.0 0.1
0.1 -0.2 0.1

Computed properties:
LUMO	0.2	eV
Kohn-Sham gap	0.312	hartree
DFT total energy	-85163.25878	eV
SMILES	FC(F)C(F)(F)COC(F)(F)C(F)F.FC(F)C(F)(F)COC(F)(F)C(F)F.CC(=O)OCC[SiH2][PH2]=N
highest occupied orbital energy	-8.243	eV

The computed Mulliken charges, all in e, follow: number 1, C, carries -0.514; number 2, C, carries 0.555; number 3, O, carries -0.565; number 4, O, carries -0.311; number 5, C, carries -0.323; number 6, C, carries -0.590; number 7, Si, carries 0.336; number 8, P, carries 0.491; number 9, N, carries -0.707; number 10, H, carries 0.069; number 11, H, carries 0.281; number 12, H, carries 0.273; number 13, H, carries 0.280; number 14, H, carries 0.253; number 15, H, carries 0.381; number 16, H, carries 0.240; number 17, H, carries -0.112; number 18, H, carries -0.222; number 19, H, carries -0.042; number 20, H, carries 0.050; number 21, H, carries 0.204; number 22, C, carries -0.650; number 23, C, carries 0.865; number 24, C, carries 0.087; number 25, F, carries -0.195; number 26, F, carries -0.281; number 27, F, carries -0.274; number 28, F, carries -0.331; number 29, O, carries -0.412; number 30, C, carries 0.795; number 31, C, carries 0.164; number 32, F, carries -0.215; number 33, F, carries -0.155; number 34, F, carries -0.273; number 35, F, carries -0.318; number 36, H, carries 0.407; number 37, H, carries 0.311; number 38, H, carries 0.271; number 39, H, carries 0.206; number 40, C, carries -0.939; number 41, C, carries 1.042; number 42, C, carries 0.092; number 43, F, carries -0.221; number 44, F, carries -0.301; number 45, F, carries -0.303; number 46, F, carries -0.208; number 47, O, carries -0.410; number 48, C, carries 0.763; number 49, C, carries 0.194; number 50, F, carries -0.204; number 51, F, carries -0.254; number 52, F, carries -0.271; number 53, F, carries -0.295; number 54, H, carries 0.452; number 55, H, carries 0.346; number 56, H, carries 0.246; number 57, H, carries 0.242

=====

Formula: C11H32IrN4O5
Source: the Open Molecules 2025 dataset
Level of theory: ωB97M-V with the def2-TZVPD basis set

CARTESIAN COORDINATES (ANGSTROEM)
1 O 4.2446 -1.6539 0.7648
2 H 4.4109 -0.9018 1.4257
3 Ir 0.1605 0.0049 0.2056
4 N -0.7418 -1.6143 -0.4879
5 N -1.6759 0.1286 0.8953
6 O -0.2436 -2.6124 -1.3312
7 O -2.2039 1.0936 1.7826
8 C -2.0293 -1.8800 -0.1568
9 C -2.5780 -0.8467 0.6494
10 C -2.7350 -3.0958 -0.6701
11 C -3.9167 -0.7963 1.3150
12 H -2.0526 -3.8463 -1.0838
13 H -3.4333 -2.7953 -1.4636
14 H -3.3430 -3.5737 0.1111
15 H -4.1980 0.1871 1.6997
16 H -3.9822 -1.4895 2.1613
17 H -4.7102 -1.1116 0.6362
18 H 0.7268 -2.6817 -1.1621
19 H -1.4376 1.5388 2.2137
20 O -1.5324 1.2578 -2.4368
21 H -0.8094 0.6084 -2.4582
22 H -1.9076 0.9501 -1.6008
23 C 0.8648 -0.8956 1.8864
24 H 1.9090 -1.1152 1.6656
25 H 0.2956 -1.7962 2.1228
26 H 0.7705 -0.1468 2.6691
27 O 2.6244 -3.2014 -0.7848
28 H 3.5723 -2.9274 -0.6976
29 H 2.5144 -3.8504 -0.0590
30 C 1.1654 2.3199 1.8783
31 N 0.7601 2.1035 0.4652
32 C -0.3331 3.0640 0.0859
33 C 1.9582 2.4819 -0.4367
34 C 1.8986 1.6222 -1.6614
35 N 1.7801 0.1607 -1.2157
36 C 1.7491 -0.6521 -2.4697
37 C 2.9995 -0.1458 -0.4368
38 H 1.5231 3.3565 1.9310
39 H 1.9580 1.6092 2.1555
40 H 0.3065 2.1582 2.5414
41 H 0.0623 4.0656 0.3320
42 H -0.5846 2.9736 -0.9895
43 H -1.2293 2.8531 0.6823
44 H 1.8539 3.5316 -0.7417
45 H 2.9021 2.4031 0.1208
46 H 1.0291 1.8722 -2.2913
47 H 2.8242 1.7116 -2.2450
48 H 2.5082 -0.2106 -3.1368
49 H 2.0139 -1.6861 -2.2293
50 H 0.7530 -0.6071 -2.9452
51 H 3.8371 0.0429 -1.1213
52 H 3.0756 0.5382 0.4232
53 H 3.0729 -1.2014 -0.0767

Forces on the atoms, in the same order (eV/Å):
1.4 0.6 2.0
-0.2 -1.4 -1.1
-1.1 2.3 -3.8
-0.1 -2.0 -0.1
-0.3 1.2 1.2
1.2 0.5 0.0
1.0 0.6 0.2
-0.5 1.2 0.7
0.1 -1.5 -0.5
-0.6 -0.1 0.0
-0.7 -0.4 -0.1
-0.2 0.4 0.2
0.1 -0.1 0.1
0.2 0.2 -0.1
0.3 -0.2 -0.3
0.3 0.0 0.0
0.1 0.0 -0.2
-0.7 0.0 0.1
-0.7 -0.8 -0.4
0.5 -0.6 0.4
-0.1 0.2 -0.5
-0.6 0.3 0.1
0.5 -1.0 1.4
0.1 -0.2 0.5
0.2 0.0 0.2
0.2 -0.2 0.4
0.9 -0.5 0.6
-1.1 -0.5 -0.2
0.1 0.4 -0.6
0.1 0.4 -0.5
0.8 0.1 -0.3
0.2 0.0 0.3
-0.9 0.2 0.6
0.0 -1.0 0.4
-0.2 0.5 -0.2
0.2 0.2 0.1
0.4 1.1 -1.0
0.0 -0.2 0.5
-0.3 0.4 -0.1
0.3 0.2 -0.1
-0.5 -0.2 -0.2
0.2 0.0 0.7
0.3 0.1 -0.3
0.0 -0.2 0.2
-0.4 -0.1 -0.2
0.3 -0.2 0.3
-0.2 0.1 0.0
-0.3 -0.4 0.0
-0.1 0.4 -0.3
0.6 0.0 0.3
0.2 -0.1 0.3
-0.1 -0.5 -0.4
-0.8 0.6 -0.4

Computed properties:
LUMO (spin up / spin down)	-2.5 / -5.3	eV
Kohn-Sham gap (spin up / spin down)	0.218 / 0.233	hartree
net charge	+1
DFT total energy	-30947.66073	eV
expectation value of S²	6.02
2S+1	5
highest occupied orbital energy (spin up / spin down)	-8.400 / -11.654	eV

The computed Mulliken charges, all in e, follow: number 1, O, carries -0.451; number 2, H, carries 0.348; number 3, Ir, carries 0.588; number 4, N, carries 0.904; number 5, N, carries 0.667; number 6, O, carries -0.623; number 7, O, carries -0.669; number 8, C, carries 0.318; number 9, C, carries 0.464; number 10, C, carries -1.543; number 11, C, carries -1.554; number 12, H, carries 0.406; number 13, H, carries 0.312; number 14, H, carries 0.387; number 15, H, carries 0.434; number 16, H, carries 0.296; number 17, H, carries 0.404; number 18, H, carries 0.322; number 19, H, carries 0.239; number 20, O, carries -0.700; number 21, H, carries 0.313; number 22, H, carries 0.366; number 23, C, carries -1.484; number 24, H, carries 0.339; number 25, H, carries 0.320; number 26, H, carries 0.488; number 27, O, carries -0.642; number 28, H, carries 0.332; number 29, H, carries 0.276; number 30, C, carries -1.172; number 31, N, carries -0.146; number 32, C, carries -1.080; number 33, C, carries -0.859; number 34, C, carries -0.826; number 35, N, carries 0.089; number 36, C, carries -1.129; number 37, C, carries -1.245; number 38, H, carries 0.438; number 39, H, carries 0.345; number 40, H, carries 0.335; number 41, H, carries 0.470; number 42, H, carries 0.378; number 43, H, carries 0.433; number 44, H, carries 0.471; number 45, H, carries 0.381; number 46, H, carries 0.506; number 47, H, carries 0.514; number 48, H, carries 0.466; number 49, H, carries 0.431; number 50, H, carries 0.220; number 51, H, carries 0.382; number 52, H, carries 0.602; number 53, H, carries 0.140

=====

Formula: C29H30BiClN3O11S
Source: the Open Molecules 2025 dataset
Level of theory: ωB97M-V with the def2-TZVPD basis set

CARTESIAN COORDINATES (ANGSTROEM)
1 Bi 0.2216 -0.4677 -0.1498
2 O -2.1067 2.6990 1.3685
3 C -1.3707 2.1681 0.5542
4 O -1.5191 0.9216 0.1601
5 C -0.4117 3.0343 -0.2961
6 C -0.3813 2.4826 -1.7270
7 C 0.2414 3.5049 -2.6930
8 C 1.7487 3.3772 -2.3635
9 C 1.7144 2.3762 -1.2016
10 O 0.6547 1.4839 -1.6466
11 C 1.1188 3.0416 0.0497
12 C 1.6582 2.2890 1.3182
13 O 2.8626 2.4504 1.5335
14 O 0.8472 1.5513 1.9358
15 H -0.8217 4.0419 -0.2624
16 H -1.3098 2.0314 -2.0653
17 H -0.1514 4.5067 -2.5241
18 H 0.0339 3.2187 -3.7242
19 H 2.2087 4.3178 -2.0668
20 H 2.3050 2.9610 -3.2038
21 H 2.6418 1.8354 -1.0236
22 H 1.4977 4.0566 0.1546
23 Cl 6.2805 0.3568 -6.4798
24 C 5.3159 -0.0858 -5.0984
25 C 3.9638 -0.3369 -5.2695
26 C 3.2027 -0.6880 -4.1656
27 C 3.7866 -0.7879 -2.9062
28 C 5.1454 -0.5457 -2.7613
29 C 5.9178 -0.1857 -3.8552
30 C 2.9269 -1.0723 -1.6845
31 O 3.4548 -1.2503 -0.5908
32 O 1.6628 -1.0636 -1.9188
33 H 3.5122 -0.2541 -6.2489
34 H 2.1432 -0.8828 -4.2546
35 H 5.5792 -0.6335 -1.7734
36 H 6.9743 0.0203 -3.7494
37 C -2.8709 -2.4601 -3.6106
38 C -1.9467 -1.4735 -3.9252
39 C -1.1261 -0.9428 -2.9408
40 C -1.2144 -1.3794 -1.6187
41 C -2.1495 -2.3645 -1.3175
42 C -2.9696 -2.9046 -2.3017
43 H -3.5019 -2.8846 -4.3817
44 H -1.8555 -1.1240 -4.9474
45 H -0.3853 -0.1977 -3.2079
46 H -2.2546 -2.7277 -0.3026
47 H -3.6874 -3.6758 -2.0475
48 C 2.7078 -2.2054 5.0808
49 C 1.2884 -1.6561 5.0623
50 S 0.2571 -2.7560 6.0493
51 O 0.3402 -4.0929 5.5191
52 O 0.5916 -2.5642 7.4380
53 C -1.4458 -2.1279 5.8295
54 C -2.3095 -2.8244 4.7634
55 N -1.7049 -2.8840 3.4321
56 C -1.3802 -1.7864 2.7099
57 N -0.6790 -2.1413 1.6242
58 C -0.5858 -3.4948 1.6335
59 C -1.2159 -3.9833 2.7375
60 N -1.4393 -5.3549 3.0310
61 O -0.7759 -6.1559 2.3995
62 O -2.2784 -5.6631 3.8646
63 C -1.7841 -0.4219 3.0847
64 H 3.3524 -1.5809 4.4655
65 H 2.7201 -3.2211 4.6867
66 H 3.0921 -2.2279 6.1002
67 H 0.8790 -1.6198 4.0535
68 H 1.2159 -0.6744 5.5293
69 H -1.3307 -1.0637 5.6206
70 H -1.8953 -2.2520 6.8128
71 H -3.2385 -2.2618 4.6682
72 H -2.5476 -3.8346 5.0662
73 H -0.0766 -4.0384 0.8555
74 H -2.3397 -0.3909 4.0182
75 H -2.3910 0.0011 2.2803
76 H -0.9246 0.2546 3.1220

Forces on the atoms, in the same order (eV/Å):
0.4 0.6 -0.2
0.3 -0.2 0.0
-0.3 0.3 -0.1
0.4 -0.2 0.3
0.1 -0.3 0.2
-0.1 0.5 -0.1
0.0 -0.2 0.0
0.0 -0.2 0.0
0.3 0.5 -0.2
0.0 -0.3 0.1
-0.1 -0.4 0.4
-0.2 -0.1 -0.2
0.1 0.2 0.0
-0.4 -0.3 0.0
0.0 0.0 0.0
0.0 -0.1 0.0
0.0 0.0 0.0
0.0 0.1 0.0
0.0 0.0 0.0
0.0 0.0 0.0
-0.1 -0.1 0.0
0.0 0.0 -0.1
0.1 0.0 -0.1
-0.1 -0.1 0.1
0.0 0.0 0.0
0.1 0.0 0.1
-0.2 0.1 0.0
0.0 0.0 0.1
0.0 0.0 0.0
0.0 0.0 0.0
0.0 0.0 -0.1
0.0 -0.1 0.0
0.0 0.0 0.0
0.0 0.0 0.0
0.0 0.0 0.0
0.0 0.0 0.0
0.0 0.0 0.0
0.0 0.1 -0.1
0.0 0.0 0.0
0.0 -0.1 -0.1
0.0 0.0 0.1
-0.1 0.0 -0.1
0.0 0.0 0.0
0.0 0.0 0.0
0.0 0.0 0.0
0.0 0.0 0.0
0.0 0.0 0.0
0.0 -0.1 0.0
-0.2 -0.3 0.3
-0.2 0.2 -0.1
-0.2 -0.1 -0.3
-0.1 0.2 0.0
0.5 -0.2 -0.4
0.1 0.1 0.3
-0.1 -0.1 0.2
0.4 -0.7 -0.3
-0.6 0.2 0.5
0.2 0.0 0.0
0.2 0.5 -0.1
0.1 -0.5 0.3
-0.1 0.1 0.0
0.0 0.2 0.0
0.0 0.6 -0.3
0.0 0.0 0.0
0.0 0.0 0.0
0.0 0.0 0.0
0.0 0.0 0.0
0.0 0.0 -0.1
0.0 0.0 0.2
-0.1 0.0 0.0
-0.1 -0.1 0.1
0.0 -0.1 0.0
-0.1 -0.1 0.0
0.0 0.1 -0.2
-0.1 0.0 0.0
0.1 0.0 0.1

Computed properties:
LUMO	1.2	eV
Kohn-Sham gap	0.256	hartree
net charge	-1
DFT total energy	-86751.08536	eV
highest occupied orbital energy	-5.758	eV

The computed Mulliken charges, all in e, follow: number 1, Bi, carries 1.647; number 2, O, carries -0.753; number 3, C, carries 0.083; number 4, O, carries -0.721; number 5, C, carries -0.020; number 6, C, carries -0.434; number 7, C, carries -0.994; number 8, C, carries -1.019; number 9, C, carries -0.453; number 10, O, carries -0.182; number 11, C, carries 0.370; number 12, C, carries -0.101; number 13, O, carries -0.779; number 14, O, carries -0.565; number 15, H, carries 0.463; number 16, H, carries 0.675; number 17, H, carries 0.394; number 18, H, carries 0.347; number 19, H, carries 0.463; number 20, H, carries 0.275; number 21, H, carries 0.605; number 22, H, carries 0.758; number 23, Cl, carries -0.248; number 24, C, carries 0.521; number 25, C, carries -0.783; number 26, C, carries -0.091; number 27, C, carries -0.077; number 28, C, carries -0.284; number 29, C, carries -0.660; number 30, C, carries 0.414; number 31, O, carries -0.708; number 32, O, carries -0.542; number 33, H, carries 0.399; number 34, H, carries 0.389; number 35, H, carries 0.479; number 36, H, carries 0.402; number 37, C, carries -0.465; number 38, C, carries -0.996; number 39, C, carries -0.160; number 40, C, carries 0.543; number 41, C, carries -0.353; number 42, C, carries -0.647; number 43, H, carries 0.350; number 44, H, carries 0.405; number 45, H, carries 0.232; number 46, H, carries 0.371; number 47, H, carries 0.406; number 48, C, carries -1.488; number 49, C, carries 0.140; number 50, S, carries 1.191; number 51, O, carries -0.617; number 52, O, carries -0.703; number 53, C, carries -0.821; number 54, C, carries -1.079; number 55, N, carries 0.424; number 56, C, carries 0.002; number 57, N, carries 0.823; number 58, C, carries -1.300; number 59, C, carries -0.016; number 60, N, carries 1.146; number 61, O, carries -0.632; number 62, O, carries -0.670; number 63, C, carries -1.060; number 64, H, carries 0.423; number 65, H, carries 0.389; number 66, H, carries 0.371; number 67, H, carries -0.170; number 68, H, carries 0.437; number 69, H, carries 0.367; number 70, H, carries 0.584; number 71, H, carries 0.490; number 72, H, carries 0.451; number 73, H, carries 0.564; number 74, H, carries 0.571; number 75, H, carries 0.206; number 76, H, carries 0.021

=====

- The highest DFT total energy belongs to which entry?
  C11H32IrN4O5